The following is a quantum chemistry calculation of a single C11H15B molecule at a distorted geometry, from the Open Molecules 2025 dataset.

Computed properties:
- Relative energy (zero: lowest compared OMol25 entry of this formula, charge and spin): 54.5 kcal per mole
- Frontier orbital gap: 8.04 eV
- SMILES string: CCCC/B=C/c1ccccc1
- Net charge: 0
- Molar mass: 158.05 g/mol

Each line ends with the Löwdin charge.
Cartesian coordinates (Å):
C: -3.58 1.27 1.71  -0.099
C: -2.05 1.66 1.62  -0.281
C: -1.37 1.04 0.41  -0.204
C: -0.76 -0.40 0.88  -0.123
B: -0.05 -1.21 -0.16  -0.052
C: 0.61 -2.07 -1.05  0.002
C: 1.98 -1.60 -1.38  -0.257
C: 2.83 -2.53 -2.00  -0.070
C: 4.12 -2.18 -2.40  -0.071
C: 4.68 -0.90 -2.03  -0.104
C: 3.85 0.03 -1.42  -0.110
C: 2.50 -0.29 -1.14  -0.050
H: -3.80 0.24 1.50  0.063
H: -4.04 1.74 0.81  0.077
H: -3.94 1.79 2.53  0.036
H: -1.64 1.24 2.55  0.097
H: -2.01 2.78 1.66  0.114
H: -2.14 0.85 -0.38  0.117
H: -0.45 1.69 0.11  0.127
H: -0.17 -0.22 1.81  0.117
H: -1.64 -0.97 1.19  0.106
H: 0.27 -2.97 -1.36  0.046
H: 2.45 -3.43 -2.36  0.086
H: 4.82 -2.99 -2.78  0.118
H: 5.66 -0.66 -2.08  0.050
H: 4.23 1.15 -1.36  0.136
H: 1.65 0.45 -0.79  0.128